Record 1
{
  "formula": "C2H6S2",
  "method": "ωB97M-V/def2-TZVPD",
  "species": ["H", "C", "H", "H", "S", "H", "S", "H", "H", "C"],
  "positions_angstrom": [[-4.145, -0.050, -0.229], [0.840, -0.485, 0.509], [1.434, 0.839, -1.077], [-2.367, -0.379, -0.951], [-0.568, -0.967, -0.114], [1.155, -0.881, 1.478], [-2.880, 0.121, 0.184], [2.774, -0.005, -0.249], [1.959, 1.328, 0.562], [1.798, 0.479, -0.113]],
  "forces_ev_per_angstrom": [[-0.21, 0.16, 0.10], [0.13, -0.10, -0.15], [0.04, -0.04, 0.12], [-0.84, 0.45, -0.07], [2.81, -1.15, 0.30], [-0.10, 0.08, -0.05], [-1.63, 0.55, -0.21], [-0.14, 0.04, 0.04], [0.00, -0.09, -0.11], [-0.06, 0.11, 0.05]],
  "nbo_charge": [0.130, -0.253, 0.228, 0.154, 0.035, 0.190, -0.267, 0.234, 0.231, -0.682],
  "homo_lumo_gap_ha": 0.3057,
  "e_homo_ha": -0.312,
  "e_above_lowest_ev": 1.839
}

=====

Record 2
{
  "formula": "C6H16",
  "method": "ωB97M-V/def2-TZVPD",
  "species": ["H", "H", "H", "H", "H", "C", "H", "H", "H", "C", "H", "C", "H", "H", "H", "C", "H", "H", "H", "C", "H", "C"],
  "positions_angstrom": [[1.779, 2.868, -2.917], [2.413, 2.430, -0.626], [-1.645, -2.122, -0.852], [-2.748, -1.194, 0.216], [0.661, -2.612, 0.284], [1.126, 2.176, -2.393], [0.122, 2.583, -2.471], [1.455, -1.276, 1.165], [-0.596, 1.000, 1.627], [0.527, -1.832, 1.045], [-0.640, -0.292, 2.800], [1.527, 1.890, -0.938], [-0.293, -0.300, -0.141], [-2.094, 0.138, 1.899], [1.158, 1.288, -3.029], [-1.012, 0.011, 1.817], [0.286, -2.372, 1.968], [-1.988, -2.639, 0.795], [1.698, 0.823, -0.839], [-1.820, -1.765, 0.160], [0.725, 2.139, -0.249], [-0.642, -0.944, 0.678]],
  "forces_ev_per_angstrom": [[0.18, 0.30, 0.23], [0.18, 0.03, 0.02], [-0.06, 0.01, -0.09], [0.04, 0.07, -0.34], [0.20, 0.24, 0.02], [0.00, -0.02, -0.40], [-0.12, 0.03, 0.02], [0.04, -0.02, 0.10], [0.04, 0.06, 0.06], [-0.20, -0.74, -0.03], [-0.04, -0.20, -0.11], [-0.30, -0.18, -0.43], [-0.22, -0.17, -0.04], [0.05, 0.00, 0.02], [-0.12, -0.14, 0.25], [-0.17, 0.24, 0.18], [0.20, 0.11, 0.06], [0.07, -0.08, 0.03], [0.24, -0.12, 0.26], [-0.12, -0.08, 0.55], [-0.05, 0.10, 0.06], [0.18, 0.56, -0.43]],
  "nbo_charge": [0.206, 0.209, 0.209, 0.205, 0.204, -0.617, 0.205, 0.209, 0.208, -0.597, 0.204, -0.616, 0.191, 0.206, 0.204, -0.608, 0.198, 0.199, 0.205, -0.600, 0.204, -0.228],
  "homo_lumo_gap_ha": 0.4435,
  "e_homo_ha": -0.406,
  "smiles": "CC(C)C.CC",
  "e_above_lowest_ev": 0.355
}

=====

Record 3
{
  "formula": "C6H3FHgO8",
  "method": "ωB97M-V/def2-TZVPD",
  "species": ["C", "H", "C", "H", "O", "O", "Hg", "H", "C", "C", "O", "C", "F", "O", "C", "O", "O", "O", "O"],
  "positions_angstrom": [[2.019, -0.015, -0.471], [-1.466, 1.117, 0.454], [-1.353, -0.576, 2.629], [-3.230, 1.315, 0.720], [-1.177, -0.678, 3.840], [-2.333, -0.820, -1.047], [-1.214, -0.220, -3.105], [1.203, -0.107, 0.260], [2.014, 0.331, -1.856], [-2.375, 0.642, 0.882], [1.143, 0.359, -2.699], [4.101, 0.393, -1.084], [-3.450, -1.467, 0.695], [-0.861, -1.225, 1.679], [-2.647, -0.608, 0.091], [5.270, 0.547, -1.012], [-2.263, 0.424, 2.252], [3.326, 0.599, -2.173], [3.293, -0.010, -0.056]],
  "forces_ev_per_angstrom": [[-0.32, 0.27, 0.26], [-0.43, -0.27, 0.08], [0.85, -0.81, 1.78], [0.13, -0.09, 0.06], [-0.27, 0.28, -0.93], [0.20, -0.28, -1.25], [-0.13, -0.05, 0.45], [0.35, -0.34, -0.33], [0.03, -0.38, 0.47], [0.34, 0.19, 0.30], [-0.14, 0.22, -0.21], [1.23, 0.21, 0.07], [0.06, 0.21, -0.29], [0.05, 0.18, -1.30], [0.30, -0.06, 1.41], [-0.75, -0.17, -0.05], [-0.86, 0.88, -0.53], [-0.29, 0.04, -0.66], [-0.35, -0.04, 0.67]],
  "nbo_charge": [0.118, 0.178, 0.940, 0.219, -0.691, -0.722, 0.916, 0.278, 0.656, -0.176, -0.634, 0.956, -0.291, -0.811, 0.947, -0.480, -0.537, -0.458, -0.409],
  "homo_lumo_gap_ha": [0.2639, 0.1319],
  "multiplicity": 3,
  "e_homo_ha": [-0.303, -0.302]
}

=====

Record 4
{
  "formula": "C17H27N3O11S",
  "method": "ωB97M-V/def2-TZVPD",
  "species": ["H", "H", "H", "H", "H", "C", "C", "C", "O", "C", "C", "H", "H", "H", "O", "H", "O", "H", "N", "C", "C", "O", "C", "H", "H", "H", "H", "S", "C", "N", "H", "C", "C", "H", "H", "H", "O", "C", "H", "H", "C", "H", "O", "O", "O", "H", "H", "N", "H", "O", "C", "H", "H", "O", "O", "H", "C", "C", "C"],
  "positions_angstrom": [[4.975, -0.723, 2.013], [-0.488, 0.343, 3.289], [0.488, -1.885, 2.184], [0.931, -3.269, -4.475], [-7.197, 3.889, 3.476], [1.223, 0.556, 0.157], [-7.031, 1.775, 3.849], [4.565, -1.630, 1.565], [-0.918, -1.790, -1.074], [0.125, 0.835, 2.532], [3.448, -2.234, 2.423], [3.608, -0.845, -8.921], [-3.048, 0.718, 0.214], [-8.089, 1.561, 3.712], [0.857, -0.378, -0.871], [2.988, -3.022, 1.820], [3.043, -0.957, -6.977], [4.241, -1.438, 0.544], [2.678, 0.652, 0.077], [-6.845, 3.220, 4.262], [-5.093, 1.351, 2.608], [-4.392, 1.404, 3.586], [0.597, -0.068, 1.421], [2.312, -3.184, -3.389], [-2.853, 0.288, 1.917], [-5.793, 3.444, 4.437], [1.856, -0.715, -8.673], [4.001, 2.320, 1.851], [3.209, 1.473, 0.813], [1.221, -1.308, 1.790], [0.510, -0.815, -4.131], [2.333, -1.228, 2.768], [-0.288, -0.984, -0.478], [-2.793, 1.999, 1.412], [1.941, -1.516, 3.750], [-6.651, 1.089, 4.605], [1.602, 3.223, -1.496], [1.469, -1.265, -3.875], [0.670, -2.921, -2.762], [0.256, 2.807, 1.785], [1.335, -2.749, -3.607], [5.403, -2.330, 1.500], [-6.417, 1.502, 2.581], [-0.638, -0.541, 0.767], [0.631, 1.776, -0.221], [3.867, -2.691, 3.319], [0.644, 2.636, 3.580], [1.089, 2.193, -1.560], [-7.398, 3.427, 5.178], [0.929, -1.587, -6.487], [2.763, -1.223, -8.352], [2.728, -0.219, 2.881], [1.841, -0.764, -2.987], [-4.676, 1.133, 1.362], [2.438, -1.002, -4.906], [2.670, -2.296, -8.516], [-3.256, 1.029, 1.233], [0.355, 2.157, 2.649], [2.024, -1.219, -6.151]],
  "forces_ev_per_angstrom": [[-0.14, 0.09, -0.08], [1.18, -0.47, 0.57], [-0.07, -0.04, -0.15], [-0.07, 0.05, 0.01], [-0.11, -0.03, 0.03], [0.65, -0.15, -2.16], [-0.24, 0.13, 0.34], [0.37, -0.39, 0.23], [0.16, 0.19, -0.52], [0.39, 0.49, 0.36], [-0.02, 0.43, -0.78], [0.06, 0.02, 0.13], [-0.18, -0.02, -0.02], [0.04, -0.06, -0.19], [-0.13, -0.35, 0.53], [-0.04, -0.16, 0.28], [0.00, 0.02, -0.03], [-0.09, 0.18, 0.07], [-0.74, 0.96, 0.95], [0.22, 0.10, -0.13], [-0.06, 0.04, -0.07], [0.02, -0.02, 0.02], [-3.08, 0.31, -1.08], [0.00, 0.06, 0.10], [-0.04, 0.04, 0.07], [0.00, -0.07, 0.06], [-0.05, -0.07, 0.06], [-0.11, 0.17, -0.41], [0.52, -0.85, 0.25], [0.90, 0.93, 0.51], [0.03, -0.04, -0.17], [0.09, -0.99, 0.46], [-0.35, -0.20, 0.84], [0.03, -0.04, 0.12], [-0.02, 0.24, 0.02], [0.15, 0.01, -0.07], [-0.50, -0.29, 0.04], [-0.20, -0.21, 0.32], [0.00, 0.06, 0.01], [1.42, -0.15, -0.15], [0.08, -0.17, -0.20], [-0.07, -0.02, -0.04], [-0.02, -0.08, -0.02], [0.48, -0.18, -0.35], [0.02, -0.08, 1.63], [-0.07, 0.13, 0.09], [-1.41, 0.02, 0.38], [0.67, 0.29, -0.71], [-0.03, -0.02, -0.01], [-0.02, 0.02, -0.05], [0.07, 0.02, -0.20], [-0.08, 0.07, -0.22], [0.20, 0.10, -0.14], [0.00, 0.00, 0.03], [0.00, 0.13, -0.06], [-0.11, 0.01, 0.01], [0.18, 0.00, -0.16], [0.07, -0.14, -0.45], [0.06, -0.03, 0.13]],
  "nbo_charge": [0.197, 0.227, 0.392, 0.222, 0.212, 0.616, -0.070, -0.613, -0.555, -0.245, -0.405, 0.193, 0.202, 0.190, -0.500, 0.213, -0.498, 0.217, -0.529, -0.639, 0.983, -0.655, 0.332, 0.205, 0.197, 0.225, 0.196, 0.136, 0.242, -0.634, 0.195, -0.235, 0.989, 0.185, 0.192, 0.194, -0.178, -0.074, 0.235, 0.219, -0.646, 0.213, -0.493, -0.520, -0.474, 0.204, 0.211, 0.433, 0.217, -0.648, -0.256, 0.201, 0.200, -0.492, -0.496, 0.188, -0.254, -0.344, 0.981],
  "homo_lumo_gap_ha": 0.3224,
  "e_homo_ha": -0.359,
  "smiles": "C=C[C@@]1(NCCC)OC(=O)O[C@@]1(N=C=S)ON=O.CCOC(=O)OC.CCOC(=O)OC"
}